Run one
The following is a quantum chemistry calculation of 2 unconnected molecules or ions with the total composition C2H4O2S2, from the OMol25 dataset.

HOMO-LUMO gap (alpha / beta) = 7.34 / 7.09 eV
molecular weight = 124.19 g/mol

```
10
Properties=species:S:1:pos:R:3:lowdin_charge:R:1
C -1.609 -0.303 -0.253 -1.32
C 1.877 -0.172 0.298 -0.10
O -0.546 -1.049 -0.411 -0.10
O 0.816 0.086 -0.616 -0.19
S -2.947 -1.210 -0.055 0.69
S -1.440 1.436 -0.036 0.78
H 1.657 -0.226 1.344 0.08
H 2.536 0.654 -0.159 0.14
H 2.472 -1.016 -0.078 0.08
H -2.817 1.801 -0.033 -0.06
```

Run two
The following is a quantum chemistry calculation of a single C2H4O2S2 molecule, from the OMol25 dataset.

HOMO-LUMO gap = 9.04 eV
SMILES = O[C@]1(CS)OS1
molecular weight = 124.19 g/mol

```
10
Properties=species:S:1:pos:R:3:lowdin_charge:R:1
O -1.368 -0.273 -0.923 0.02
C -0.410 0.415 -0.182 -0.91
C 0.363 -0.390 0.799 -0.43
S 1.957 -0.990 -0.070 0.68
O -0.893 1.654 0.374 -0.39
S 0.416 1.936 -0.738 0.91
H -2.035 0.432 -1.074 0.12
H -0.092 -1.292 1.177 0.08
H 0.718 0.190 1.631 0.08
H 1.345 -1.683 -0.996 -0.17
```

Stability summary - winner: run two; margin: 64.2 kcal/mol.

Run one
The following is a quantum chemistry calculation of 2 unconnected molecules or ions with the total composition C2H7NS, from the OMol25 dataset.

HOMO-LUMO gap (alpha / beta) = 8.91 / 5.82 eV
molecular weight = 77.15 g/mol
net charge = +1
2S+1 = 2

```
11
Properties=species:S:1:pos:R:3:mulliken_spin:R:1
S 1.447 -1.389 -0.883 0.02
H 1.287 -0.200 -1.481 0.00
C -1.081 0.566 0.857 0.12
C -2.044 0.648 -0.163 0.55
N -0.261 1.546 1.138 0.24
H -1.090 -0.266 1.549 0.02
H -2.990 0.146 -0.045 0.03
H -1.880 1.264 -1.036 0.03
H -0.130 2.283 0.451 0.00
H 0.550 1.369 1.723 0.00
H 1.124 -0.907 0.320 0.00
```

Run two
The following is a quantum chemistry calculation of 2 unconnected molecules or ions with the total composition C2H7NS, from the OMol25 dataset.

HOMO-LUMO gap (alpha / beta) = 8.57 / 4.76 eV
molecular weight = 77.15 g/mol
net charge = +1
2S+1 = 2

```
11
Properties=species:S:1:pos:R:3:mulliken_spin:R:1
S -0.115 2.591 -0.694 0.07
H -0.037 2.996 0.653 0.00
C 1.156 -1.183 -0.281 0.06
C -1.035 -0.938 0.722 0.01
N 0.210 -0.759 0.690 0.70
H 2.102 -1.502 0.149 0.00
H 0.871 -1.722 -1.187 0.04
H 1.553 -0.216 -0.677 0.03
H -1.502 -1.759 0.175 0.06
H -1.674 -0.230 1.279 0.04
H -1.530 2.723 -0.828 0.00
```

Stability summary - winner: run one; margin: 37.8 kcal/mol.

Run one
The following is a quantum chemistry calculation of 2 unconnected molecules or ions with the total composition C6H16N, from the OMol25 dataset.

HOMO-LUMO gap (alpha / beta) = 8.79 / 9.70 eV
molecular weight = 102.20 g/mol
2S+1 = 2

```
23
Properties=species:S:1:pos:R:3:mulliken_spin:R:1
C 2.071 1.061 -0.881 0.02
C 1.324 0.509 0.330 0.06
C -0.103 0.218 0.048 0.71
C -0.799 -0.895 0.763 0.03
C -2.138 -0.410 1.333 0.03
C -1.077 -2.080 -0.204 0.07
N 1.472 1.437 1.474 0.09
H 3.144 1.112 -0.681 0.01
H 1.732 2.071 -1.112 0.00
H 1.919 0.433 -1.747 -0.01
H 1.821 -0.433 0.574 0.01
H 0.094 0.993 -3.712 0.00
H -0.721 0.951 -0.454 0.02
H -0.154 -1.235 1.572 -0.01
H -2.031 0.321 2.144 -0.01
H -2.734 0.031 0.521 0.00
H -2.730 -1.238 1.738 0.01
H -1.924 -2.663 0.154 0.00
H -0.212 -2.740 -0.362 -0.01
H -1.276 -1.693 -1.209 0.00
H 1.847 2.327 1.174 -0.01
H -0.103 0.331 -3.386 0.00
H 0.579 1.593 1.922 -0.02
```

Run two
The following is a quantum chemistry calculation of a single C6H16N molecule, from the OMol25 dataset.

HOMO-LUMO gap (alpha / beta) = 4.41 / 11.79 eV
molecular weight = 102.20 g/mol
2S+1 = 2

```
23
Properties=species:S:1:pos:R:3:mulliken_spin:R:1
C 2.626 0.563 0.312 -0.03
C 1.253 -0.070 0.052 0.52
C 0.029 0.901 0.070 0.10
C -1.378 0.549 -0.482 -0.22
C -1.219 -0.211 -1.742 0.08
C -2.340 -0.124 0.591 0.25
N 0.951 -1.218 1.046 1.95
H 3.460 -0.129 0.128 -0.10
H 2.499 0.952 1.353 -0.10
H 2.830 1.409 -0.382 0.01
H 1.280 -0.416 -0.962 0.36
H 0.147 1.436 0.988 0.02
H 0.165 1.730 -0.519 0.04
H -1.754 1.573 -0.506 -0.05
H -0.804 -1.215 -1.642 -0.04
H -2.165 -0.339 -2.366 -0.01
H -0.569 0.327 -2.384 0.01
H -3.394 0.225 0.460 0.01
H -2.143 -0.091 1.660 -0.10
H -2.198 -1.291 0.537 -0.04
H 1.677 -1.913 0.740 -0.58
H -0.029 -1.575 0.992 -0.26
H 1.075 -1.074 2.053 -0.85
```

Stability summary - winner: run one; margin: 44.8 kcal/mol.

Run one
The following is a quantum chemistry calculation of a molecular structure, C2H2O3, from the OMol25 dataset.

HOMO-LUMO gap = 9.37 eV
molecular weight = 74.03 g/mol

```
7
Properties=species:S:1:pos:R:3:lowdin_charge:R:1
C 1.422 0.231 -0.025 -0.62
C -0.415 -0.472 0.281 0.05
O 2.362 -0.334 0.261 0.19
O 0.897 1.242 -0.408 0.09
O -1.189 -0.332 -0.735 0.03
H -0.935 -0.367 1.247 0.09
H -2.143 0.033 -0.621 0.18
```

Run two
The following is a quantum chemistry calculation of 2 unconnected molecules or ions with the total composition C2H2O3, from the OMol25 dataset.

HOMO-LUMO gap (alpha / beta) = 8.30 / 7.48 eV
molecular weight = 74.03 g/mol

```
7
Properties=species:S:1:pos:R:3:lowdin_charge:R:1
C 0.162 0.889 0.278 -0.07
C 0.080 -0.469 0.162 -0.46
O 1.555 0.817 0.166 -0.05
O 1.442 -0.622 0.280 0.07
O -0.719 -1.499 0.234 0.13
H -0.881 2.166 -1.000 0.19
H -1.639 -1.282 -0.121 0.18
```

Run three
The following is a quantum chemistry calculation of 2 unconnected molecules or ions with the total composition C2H2O3, from the OMol25 dataset.

HOMO-LUMO gap = 8.75 eV
molecular weight = 74.03 g/mol

```
7
Properties=species:S:1:pos:R:3:lowdin_charge:R:1
C -1.723 0.670 -0.201 -0.38
C 1.348 -0.284 1.018 -0.05
O -2.115 0.652 -1.314 0.19
O -1.119 0.546 0.769 0.18
O 1.213 -1.205 0.143 -0.08
H 1.366 0.733 0.421 0.02
H 1.030 -1.113 -0.836 0.13
```

Stability summary - winner: run three; margin: 2.1 kcal/mol.

Run one
The following is a quantum chemistry calculation of 2 unconnected molecules or ions with the total composition C2H2O3, from the OMol25 dataset.

HOMO-LUMO gap = 9.36 eV
molecular weight = 74.03 g/mol

```
7
Properties=species:S:1:pos:R:3:lowdin_charge:R:1
C 1.653 0.836 -0.123 -0.52
C -0.677 -0.116 0.185 0.01
O 1.953 -0.217 0.235 0.16
O 1.480 1.962 -0.260 0.19
O -1.538 -0.512 -0.628 0.04
H -0.674 -0.800 0.990 0.02
H -2.199 -1.153 -0.399 0.11
```

Run two
The following is a quantum chemistry calculation of 2 unconnected molecules or ions with the total composition C2H2O3, from the OMol25 dataset.

HOMO-LUMO gap (alpha / beta) = 6.92 / 6.92 eV
molecular weight = 74.03 g/mol

```
7
Properties=species:S:1:pos:R:3:lowdin_charge:R:1
C -1.276 -0.478 0.322 -0.03
C -0.145 0.245 -0.191 -0.11
O -2.244 -1.201 -0.134 0.02
O 2.441 0.553 0.419 -0.14
O 0.695 1.070 0.032 0.04
H -2.241 -1.641 -1.079 0.20
H 2.770 1.453 0.630 0.02
```

Stability summary - winner: run one; margin: 112.1 kcal/mol.

Run one
The following is a quantum chemistry calculation of a single C19H18N4O4S molecule, from the OMol25 dataset.

HOMO-LUMO gap = 8.99 eV
SMILES = COc1nccnc1NS(=O)(=O)c1ccc(NC(=O)c2cccc(C)c2)cc1
molecular weight = 398.44 g/mol

```
46
Properties=species:S:1:pos:R:3:lowdin_charge:R:1
C 2.812 3.214 -6.005 -0.05
O 3.160 2.883 -4.672 -0.05
C 2.233 3.102 -3.752 -0.31
N 1.100 3.703 -4.064 0.15
C 0.253 3.994 -3.074 -0.12
C 0.551 3.708 -1.763 -0.13
N 1.666 3.046 -1.437 0.15
C 2.494 2.722 -2.405 -0.32
N 3.624 1.970 -2.111 -0.02
S 3.493 0.328 -2.559 0.68
O 3.000 0.259 -3.896 -0.26
O 4.746 -0.275 -2.232 -0.27
C 2.222 -0.220 -1.433 -0.29
C 2.563 -0.677 -0.175 -0.04
C 1.573 -1.015 0.727 0.02
C 0.231 -0.881 0.364 -0.20
N -0.814 -1.188 1.226 0.14
C -0.763 -1.700 2.500 -0.41
O 0.262 -2.000 3.072 0.09
C -2.106 -1.882 3.120 -0.13
C -3.180 -1.032 2.869 -0.04
C -4.389 -1.254 3.505 -0.07
C -4.536 -2.316 4.380 -0.04
C -3.470 -3.165 4.654 -0.26
C -3.626 -4.317 5.597 -0.05
C -2.258 -2.930 4.021 0.02
C -0.096 -0.417 -0.914 0.00
C 0.900 -0.086 -1.811 -0.06
H 3.690 2.990 -6.604 0.10
H 1.964 2.612 -6.336 0.10
H 2.548 4.271 -6.082 0.09
H -0.664 4.479 -3.373 0.10
H -0.094 3.977 -0.940 0.10
H 3.868 2.015 -1.129 0.12
H 3.607 -0.775 0.078 0.12
H 1.822 -1.380 1.709 0.10
H -1.737 -1.045 0.838 0.13
H -3.073 -0.176 2.218 0.11
H -5.221 -0.591 3.320 0.10
H -5.487 -2.480 4.866 0.11
H -2.694 -4.514 6.122 0.08
H -3.894 -5.216 5.041 0.09
H -4.410 -4.123 6.323 0.08
H -1.406 -3.563 4.219 0.13
H -1.133 -0.316 -1.199 0.11
H 0.671 0.262 -2.805 0.12
```

Run two
The following is a quantum chemistry calculation of a single C19H18N4O4S molecule, from the OMol25 dataset.

HOMO-LUMO gap = 8.38 eV
SMILES = CCn1c(SCC(=O)Nc2ccc3c(c2)OCO3)nnc1-c1ccccc1O
molecular weight = 398.44 g/mol

```
46
Properties=species:S:1:pos:R:3:lowdin_charge:R:1
C 2.380 1.238 -2.871 -0.06
C 3.193 1.673 -1.654 -0.21
N 2.690 1.062 -0.451 0.00
C 1.633 1.548 0.263 -0.61
S 0.793 3.006 -0.165 1.01
C -0.670 2.721 0.861 -0.37
C -1.551 1.658 0.204 -0.53
O -1.326 1.215 -0.895 0.05
N -2.597 1.322 1.005 0.12
C -3.668 0.458 0.740 -0.21
C -4.606 0.272 1.752 -0.03
C -5.719 -0.543 1.577 0.01
C -5.858 -1.159 0.358 -0.21
C -4.917 -0.977 -0.658 -0.19
C -3.812 -0.177 -0.499 0.09
O -5.294 -1.695 -1.758 0.04
C -6.503 -2.335 -1.410 -0.16
O -6.848 -1.997 -0.084 0.03
N 1.388 0.812 1.313 0.05
N 2.289 -0.179 1.305 0.05
C 3.072 -0.053 0.255 -0.21
C 4.201 -0.933 0.015 -0.08
C 4.762 -1.128 -1.248 -0.04
C 5.882 -1.915 -1.419 -0.10
C 6.469 -2.528 -0.322 -0.08
C 5.908 -2.385 0.929 -0.01
C 4.759 -1.617 1.117 -0.27
O 4.247 -1.558 2.353 0.06
H 2.438 0.162 -3.016 0.07
H 1.335 1.507 -2.735 0.07
H 2.757 1.734 -3.761 0.08
H 3.110 2.758 -1.528 0.10
H 4.249 1.416 -1.760 0.12
H -1.201 3.671 0.926 0.09
H -0.326 2.401 1.845 0.08
H -2.619 1.738 1.926 0.15
H -4.470 0.772 2.699 0.11
H -6.442 -0.684 2.361 0.12
H -3.092 -0.044 -1.285 0.11
H -6.380 -3.426 -1.494 0.14
H -7.303 -2.007 -2.094 0.14
H 4.300 -0.688 -2.116 0.09
H 6.296 -2.052 -2.407 0.10
H 7.355 -3.132 -0.448 0.10
H 6.330 -2.876 1.792 0.12
H 3.391 -1.070 2.329 0.07
```

Stability summary - winner: run one; margin: 1.3 kcal/mol.